Density functional theory data (ωB97M-V with the def2-TZVPD basis set) for a single C23H19N5O2S molecule in a non-equilibrium geometry.

Values from the calculation:
Structure (SMILES): COc1ccccc1CNc1nc(Nc2cccc(-c3cnco3)c2)c2sccc2n1
Energy relative to the best compared isomer or geometry (same formula, charge and spin), eV: 3.368
HOMO energy, eV: -8.2
Multiplicity: 1

Cartesian coordinates (Å):
C  1.745  1.043  -1.156
O  2.571  -0.165  -1.456
C  1.936  -1.287  -1.904
C  1.239  -1.264  -3.084
C  0.572  -2.347  -3.761
C  0.657  -3.567  -3.085
C  1.417  -3.649  -1.912
C  2.136  -2.500  -1.357
C  2.738  -2.507  0.074
N  1.756  -2.213  1.057
C  1.681  -1.143  1.869
N  0.539  -0.482  1.724
C  0.316  0.577  2.429
N  -0.906  1.301  2.366
C  -1.831  0.826  1.457
C  -2.398  -0.427  1.519
C  -3.258  -0.937  0.524
C  -3.544  -0.081  -0.606
C  -3.014  1.305  -0.512
C  -3.390  2.352  -1.531
C  -4.263  2.239  -2.628
N  -4.177  3.282  -3.552
C  -3.223  3.994  -2.933
O  -2.831  3.586  -1.658
C  -2.110  1.679  0.449
C  1.262  0.874  3.375
S  1.127  2.379  4.420
C  2.688  1.823  5.106
C  3.186  0.599  4.557
C  2.367  0.145  3.474
N  2.717  -0.840  2.639
H  1.146  1.384  -2.004
H  2.353  1.841  -0.678
H  1.052  0.749  -0.337
H  1.056  -0.297  -3.615
H  -0.037  -2.291  -4.668
H  0.281  -4.516  -3.457
H  1.538  -4.616  -1.380
H  3.300  -3.375  0.360
H  3.408  -1.710  0.026
H  0.815  -2.324  0.796
H  -0.910  2.299  2.655
H  -2.137  -0.979  2.387
H  -3.570  -1.969  0.686
H  -4.000  -0.342  -1.566
H  -4.821  1.314  -2.782
H  -2.871  4.919  -3.426
H  -1.751  2.656  0.446
H  3.193  2.278  5.924
H  4.251  0.383  4.730

=====

Density functional theory data (ωB97M-V with the def2-TZVPD basis set) for a single C23H19N5O3 molecule in a non-equilibrium geometry.

Values from the calculation:
Structure (SMILES): CNc1ncnc2ccc(C#CCNC(=O)c3cccn(Cc4ccoc4)c3=O)cc12
Energy relative to the best compared isomer or geometry (same formula, charge and spin), eV: 4.413
HOMO energy, eV: -8.2
Multiplicity: 1

Cartesian coordinates (Å):
C  -1.582  7.157  -0.281
N  -2.735  6.318  0.050
C  -3.274  5.469  -0.885
N  -4.486  5.826  -1.270
C  -5.117  5.097  -2.156
N  -4.626  3.973  -2.666
C  -3.460  3.543  -2.187
C  -2.956  2.331  -2.651
C  -1.719  1.863  -2.213
C  -0.950  2.601  -1.290
C  0.360  2.188  -0.844
C  1.474  1.818  -0.501
C  2.783  1.313  -0.086
N  2.683  -0.122  0.118
C  3.564  -0.865  0.876
O  4.469  -0.253  1.365
C  3.407  -2.306  1.173
C  4.145  -2.858  2.174
C  4.105  -4.273  2.474
C  3.249  -5.047  1.771
N  2.387  -4.523  0.772
C  1.418  -5.387  0.109
C  0.098  -5.469  0.829
C  -0.850  -6.538  0.664
C  -1.903  -6.229  1.473
O  -1.656  -5.077  2.182
C  -0.424  -4.597  1.751
C  2.488  -3.152  0.449
O  1.764  -2.641  -0.393
C  -1.469  3.841  -0.867
C  -2.718  4.299  -1.313
H  -1.118  7.554  0.619
H  -0.808  6.580  -0.824
H  -1.895  7.967  -0.932
H  -3.538  6.785  0.525
H  -6.142  5.434  -2.477
H  -3.557  1.741  -3.324
H  -1.340  0.909  -2.628
H  3.502  1.567  -0.844
H  3.112  1.817  0.824
H  1.919  -0.649  -0.295
H  4.825  -2.233  2.732
H  4.685  -4.709  3.283
H  3.192  -6.103  2.008
H  1.833  -6.401  0.034
H  1.248  -5.025  -0.911
H  -0.781  -7.459  0.083
H  -2.837  -6.794  1.595
H  0.109  -3.717  2.074
H  -0.880  4.436  -0.168